C5H6N2O in the gas phase at a distorted geometry, computed with the ωB97M-V functional and the def2-TZVPD basis.

Summary:
HOMO (spin up / spin down) = -7.92 / -8.56 eV
E_LUMO (spin up / spin down) = -0.701 / -0.776 eV
Energy relative to the best compared isomer or geometry (same formula, charge and spin) = 441.4 kJ/mol
DFT total energy = -378.7028 Eh
Net charge = 0

Each line ends with the natural charge from an NBO analysis.
Atoms and positions in Å:
C  -0.59736  -1.54576  -0.37792  -0.35
C  -1.19672  -0.89851  0.67737  -0.18
C  0.21771  -0.95200  -1.22263  0.19
C  -0.85839  0.48663  1.10350  0.52
C  0.79176  -0.58275  -2.36582  -0.50
N  0.52061  0.71756  0.87947  -0.23
N  0.88075  1.95758  1.19675  -0.52
O  -1.53949  1.24115  1.73365  -0.61
H  -0.67202  -2.66371  -0.50824  0.24
H  -1.89231  -1.55652  1.35215  0.23
H  1.82228  -0.23983  -2.40930  0.22
H  0.45793  -0.53349  -3.43477  0.23
H  1.82865  2.08286  1.61808  0.37
H  0.23661  2.48678  1.75770  0.37

A 2-piece molecular cluster, C5H6N2O overall at a distorted geometry, computed with the ωB97M-V functional and the def2-TZVPD basis.

Summary:
HOMO (spin up / spin down) = -8.17 / -8.21 eV
E_LUMO (spin up / spin down) = -0.315 / 0.076 eV
Energy relative to the best compared isomer or geometry (same formula, charge and spin) = 407.8 kJ/mol
DFT total energy = -378.7156 Eh
Net charge = 0

Each line ends with the natural charge from an NBO analysis.
Atoms and positions in Å:
C  -0.18424  -0.26570  -2.33846  -0.09
C  -0.18652  0.75785  -1.43280  -0.10
C  -0.60551  -1.06855  -0.36232  0.16
C  1.57159  -0.36628  2.18743  0.39
C  -0.48616  0.99704  1.04879  -0.22
N  -0.43043  -1.40606  -1.61446  -0.45
N  -0.45090  0.26808  -0.17174  -0.39
O  2.63604  -0.40674  1.68129  -0.46
H  -0.11524  -0.26303  -3.44367  0.22
H  -0.38395  1.80999  -1.64458  0.21
H  -0.64773  -1.81323  0.42872  0.20
H  1.06733  -0.88681  3.11242  0.15
H  -1.31561  0.52657  1.68327  0.19
H  -0.46867  2.11687  0.86612  0.20

C5H6N2O as an isolated structure at a distorted geometry, computed with the ωB97M-V functional and the def2-TZVPD basis.

Summary:
HOMO = -7.96 eV
E_LUMO = 0.600 eV
Energy relative to the best compared isomer or geometry (same formula, charge and spin) = 355.2 kJ/mol
DFT total energy = -378.7356 Eh
Net charge = 0

Each line ends with the natural charge from an NBO analysis.
Atoms and positions in Å:
C  0.51462  1.27435  -1.09692  -0.07
C  -1.54627  0.64147  -0.08216  0.10
C  -0.57385  -0.13065  0.45072  0.00
C  0.55126  -1.69028  0.72868  0.27
C  0.70393  0.38398  0.13212  -0.13
H  1.22381  2.18334  -1.26307  0.20
H  0.73415  0.67443  -2.02889  0.19
H  -2.74118  0.58079  -0.02482  0.23
H  1.25359  -2.59931  0.96246  0.16
H  2.31286  -1.37813  0.21968  0.40
H  1.06608  0.90452  0.97893  0.21
N  -0.53473  -1.26302  1.30887  -0.45
N  1.32163  -0.96091  -0.09629  -0.60
O  -0.90697  1.54107  -1.01587  -0.53

C5H6N2O in the gas phase at a distorted geometry, computed with the ωB97M-V functional and the def2-TZVPD basis.

Summary:
Structure (SMILES) = C[C@H]1[C@@H](C#N)N1C=O
HOMO = -10.21 eV
E_LUMO = 0.703 eV
Energy relative to the best compared isomer or geometry (same formula, charge and spin) = 189.9 kJ/mol
DFT total energy = -378.7986 Eh
Net charge = 0

Each line ends with the natural charge from an NBO analysis.
Atoms and positions in Å:
C  1.23431  0.32917  -0.79860  -0.67
C  0.78345  -0.65254  0.15499  -0.01
C  -0.10949  -0.39875  1.34727  -0.16
C  -0.55247  0.96848  1.55461  0.25
C  -1.55989  -0.39528  -0.80399  0.53
H  1.23337  -0.02697  -1.85968  0.26
H  0.65621  1.24791  -0.74732  0.24
H  2.23375  0.81082  -0.67743  0.23
H  1.29280  -1.63887  0.18646  0.22
H  -0.05968  -1.15052  2.14682  0.26
H  -2.40421  0.15579  -0.30758  0.12
N  -0.71932  2.09461  1.68886  -0.29
N  -0.66253  -0.85110  0.07532  -0.42
O  -1.36630  -0.49273  -1.95975  -0.56